[1]
Here is a molecular structure, C54H62BrMnN3O2P2 from the Open Molecules 2025 dataset. Energies are from ωB97M-V/def2-TZVPD.

Structure (XYZ):
```
125
Properties=species:S:1:pos:R:3:lowdin_charge:R:1
Mn -0.2365 0.6437 -0.3277 0.31
C 1.3250 2.7066 4.2132 -0.11
C 0.5528 2.6832 2.8975 -0.52
C -0.9382 2.8378 3.1727 -0.11
P 0.9509 1.3432 1.6731 1.13
C 2.7742 1.6227 1.3446 -0.50
C 3.8324 1.0447 2.2827 -0.10
C 3.0488 3.1034 1.0703 -0.11
C 0.9060 -0.3024 2.4529 -0.27
C 1.5702 -0.5971 3.6449 -0.08
C 1.7318 -1.8814 4.1366 -0.29
C 2.4090 -2.1442 5.4535 -0.06
C 1.2518 -2.9121 3.3292 -0.06
C 0.5614 -2.6652 2.1604 -0.06
C 0.2690 -1.3488 1.7212 -0.30
N -0.5350 -1.0374 0.6566 -0.06
C -1.4036 -1.9995 0.1385 -0.27
C -2.0584 -2.9559 0.9375 -0.03
C -2.8897 -3.9111 0.3910 -0.04
C -3.1363 -3.9702 -0.9808 -0.28
C -4.0114 -5.0347 -1.5853 -0.06
C -2.5688 -2.9741 -1.7571 -0.07
C -1.7499 -1.9797 -1.2232 -0.29
P -1.1909 -0.5688 -2.2222 1.12
C -0.2409 -1.4521 -3.5740 -0.50
C 0.7196 -2.5046 -3.0248 -0.10
C 0.5256 -0.5035 -4.4980 -0.09
C -2.7345 -0.1490 -3.1794 -0.50
C -2.5133 1.0787 -4.0837 -0.11
C -3.9790 0.0554 -2.3222 -0.11
H 1.0943 3.6340 4.7444 0.08
H 2.4052 2.6641 4.0810 0.05
H 1.0202 1.8825 4.8607 0.07
H 0.8463 3.5678 2.3199 0.09
H -1.2896 2.0799 3.8715 0.08
H -1.5267 2.7628 2.2617 0.04
H -1.1260 3.8160 3.6233 0.09
H 2.9123 1.1019 0.3998 0.06
H 3.8072 1.4835 3.2805 0.06
H 4.8223 1.2519 1.8648 0.08
H 3.7325 -0.0352 2.3892 0.07
H 3.0957 3.6812 1.9955 0.07
H 2.2793 3.5534 0.4390 0.06
H 4.0081 3.2208 0.5603 0.08
H 2.0135 0.2186 4.2042 0.09
H 3.3069 -1.5344 5.5715 0.07
H 2.7038 -3.1909 5.5412 0.07
H 1.7518 -1.9205 6.2975 0.08
H 1.4252 -3.9425 3.6279 0.11
H 0.2056 -3.5018 1.5743 0.10
H -1.9251 -2.9213 2.0093 0.11
H -3.3733 -4.6250 1.0495 0.11
H -4.4262 -5.6839 -0.8140 0.07
H -3.4535 -5.6645 -2.2818 0.08
H -4.8471 -4.5999 -2.1373 0.08
H -2.7957 -2.9559 -2.8199 0.11
H -1.0073 -1.9667 -4.1655 0.10
H 1.5173 -2.0309 -2.4531 0.04
H 1.1783 -3.0521 -3.8529 0.08
H 0.2173 -3.2205 -2.3745 0.07
H 1.3252 0.0038 -3.9573 0.06
H -0.1049 0.2601 -4.9477 0.06
H 0.9908 -1.0688 -5.3098 0.08
H -2.9058 -1.0213 -3.8169 0.09
H -1.7529 1.7526 -3.6786 0.05
H -3.4382 1.6529 -4.1657 0.08
H -2.2091 0.8035 -5.0930 0.06
H -3.9444 1.0259 -1.8353 0.05
H -4.0930 -0.7072 -1.5521 0.07
H -4.8613 0.0281 -2.9678 0.09
C 0.5943 3.5987 -1.9314 -0.04
O 0.8847 2.2268 -1.6565 -0.15
C 2.0572 1.7436 -2.1490 -0.22
C 2.8814 2.4020 -3.0114 -0.05
C 4.0984 1.8006 -3.4178 -0.69
Br 5.2097 2.7442 -4.6216 0.75
C 4.4766 0.5861 -2.9419 -0.09
C 3.6256 -0.1046 -2.0446 -0.08
C 2.3808 0.4303 -1.6542 -0.33
O 1.5750 -0.1802 -0.8830 -0.16
C 4.0107 -1.3517 -1.4506 -0.17
N 3.2905 -2.0387 -0.5579 0.23
C 3.9785 -3.1881 -0.1847 -0.14
C 3.6562 -4.2142 0.6905 0.02
C 4.5853 -5.2300 0.8217 -0.07
C 5.7891 -5.2241 0.1060 -0.08
C 6.1066 -4.2022 -0.7707 -0.01
C 5.1717 -3.1868 -0.8995 -0.16
N 5.1551 -2.0299 -1.6775 0.20
H 0.3265 3.7253 -2.9828 0.11
H 1.4612 4.2165 -1.6892 0.10
H -0.2425 3.8688 -1.2975 0.08
H 2.6255 3.3755 -3.4032 0.10
H 5.4267 0.1716 -3.2525 0.10
H 2.3898 -1.6678 -0.2373 0.15
H 2.7258 -4.2050 1.2405 0.10
H 4.3773 -6.0505 1.4948 0.11
H 6.4881 -6.0382 0.2408 0.11
H 7.0330 -4.2003 -1.3283 0.11
H 5.8783 -1.7280 -2.3050 0.16
C -4.8916 5.8442 -0.1418 -0.11
C -4.7192 5.0009 0.9498 -0.09
C -3.8996 3.8878 0.8649 -0.04
C -3.2266 3.5771 -0.3225 -0.21
C -3.4004 4.4475 -1.4033 -0.06
C -4.2222 5.5618 -1.3231 -0.10
C -2.3215 2.4248 -0.5020 -0.16
C -2.1252 1.2678 0.1646 -0.18
C -3.0700 0.7580 1.1852 -0.23
C -2.6456 0.1826 2.3843 -0.07
C -3.5404 -0.3797 3.2813 -0.08
C -4.8965 -0.4176 2.9918 -0.10
C -5.3430 0.1361 1.7992 -0.08
C -4.4450 0.7166 0.9181 -0.06
H -5.5352 6.7113 -0.0689 0.09
H -5.2297 5.2133 1.8813 0.10
H -3.7813 3.2513 1.7310 0.10
H -2.8826 4.2312 -2.3334 0.10
H -4.3415 6.2073 -2.1845 0.10
H -1.7484 2.5254 -1.4274 0.05
H -1.5933 0.1720 2.6216 0.08
H -3.1684 -0.8102 4.2041 0.10
H -5.5946 -0.8761 3.6807 0.09
H -6.3980 0.1213 1.5533 0.10
H -4.8182 1.1656 0.0077 0.10
```

The maximum force is 0.013 hartree/bohr. The LUMO energy (alpha / beta) is -0.51 / -0.51 eV. Its total energy is -6817.3929 Eh. As for the highest occupied orbital energy (alpha / beta): -0.224 / -0.222 hartree. The multiplicity is 2. For the gap between HOMO and LUMO (alpha / beta), the calculation gives 0.205 / 0.203 Eh. The expectation value of S² is 0.7726.



[2]
Here is a molecular structure, C32H21BrF5N3O4RuS4 from the Open Molecules 2025 dataset. Energies are from ωB97M-V/def2-TZVPD.

Structure (XYZ):
```
71
Properties=species:S:1:pos:R:3:lowdin_charge:R:1
Ru 0.1619 0.8264 0.6319 1.25
Br 2.0493 -0.9134 3.6326 0.81
C 0.2315 -0.4611 3.9169 -0.73
C -0.2802 -0.4884 5.2036 -0.10
C -1.6396 -0.2794 5.3568 -0.05
C -2.4334 -0.1049 4.2365 0.00
C -1.8229 -0.0792 2.9946 -0.18
N -0.4995 -0.2131 2.8470 0.01
C -2.6525 0.0362 1.7190 -0.61
O -3.8702 -0.0553 1.8159 0.04
O -1.9589 0.1785 0.6587 -0.18
H 0.3721 -0.6760 6.0438 0.10
H -2.0770 -0.2821 6.3485 0.11
H -3.5063 0.0107 4.2848 0.12
O 0.1772 -1.7564 0.4556 -0.59
S 0.4429 -3.1979 0.7044 0.98
C 0.0998 -4.0242 -0.8941 -0.30
C 0.3220 -3.1003 -2.0923 -0.24
C -0.9485 -2.3479 -2.5054 -0.24
C -0.7096 -1.4199 -3.6964 -0.29
S -0.1438 0.2573 -3.1621 1.01
O 0.1727 0.0904 -1.7143 -0.65
C -1.7261 1.0973 -3.2552 -0.40
C -2.6161 1.0236 -2.1965 -0.06
C -3.7946 1.7531 -2.2616 -0.05
C -4.0693 2.5422 -3.3717 -0.08
C -3.1644 2.6115 -4.4246 -0.09
C -1.9796 1.8927 -4.3634 -0.09
C 2.2189 -3.4472 0.7346 -0.41
C 3.0656 -2.4678 0.2510 -0.10
C 4.4395 -2.6298 0.3749 -0.05
C 4.9471 -3.7780 0.9699 -0.08
C 4.0886 -4.7616 1.4502 -0.09
C 2.7153 -4.5914 1.3467 -0.10
H -0.9417 -4.3508 -0.8368 0.09
H 0.7309 -4.9129 -0.9193 0.09
H 0.6688 -3.7039 -2.9353 0.12
H 1.1103 -2.3770 -1.8653 0.10
H -1.3200 -1.7751 -1.6507 0.10
H -1.7211 -3.0697 -2.7810 0.12
H -1.5995 -1.2771 -4.3061 0.09
H 0.0851 -1.8057 -4.3407 0.08
H -2.3763 0.4578 -1.3019 0.08
H -4.4814 1.7182 -1.4240 0.12
H -4.9824 3.1247 -3.4074 0.10
H -3.3675 3.2469 -5.2775 0.10
H -1.2403 1.9740 -5.1542 0.11
H 2.6544 -1.5562 -0.1670 0.03
H 5.1037 -1.8419 0.0364 0.09
H 6.0199 -3.8972 1.0779 0.10
H 4.4884 -5.6464 1.9303 0.10
H 2.0316 -5.3290 1.7588 0.11
S 2.5127 0.9802 -0.0970 0.58
C 2.8706 1.7030 1.4375 -1.16
S 1.4950 2.2982 2.2836 0.56
C 4.1584 1.7601 1.9353 -0.41
C 4.4470 2.3494 3.1983 -0.27
N 4.7083 2.8256 4.2171 0.14
C 5.2408 1.1543 1.2401 -0.26
N 6.1225 0.6632 0.6773 0.13
F 0.2174 2.9489 -2.2405 0.03
C -0.6422 3.4263 -1.3065 -0.25
C -0.7989 2.7736 -0.1072 -0.09
C -1.6714 3.3841 0.7696 -0.26
F -1.8449 2.8631 2.0091 0.05
C -2.3946 4.5235 0.4801 -0.15
F -3.2381 5.0670 1.3707 0.10
C -2.2307 5.1173 -0.7570 -0.15
F -2.9158 6.2228 -1.0743 0.10
C -1.3423 4.5664 -1.6574 -0.16
F -1.1686 5.1499 -2.8550 0.10
```

The maximum force is 0.009 hartree/bohr. The LUMO energy (alpha / beta) is 2.02 / 1.60 eV. Its total energy is -6458.2189 Eh. As for the highest occupied orbital energy (alpha / beta): -0.182 / -0.198 hartree. The multiplicity is 6. For the gap between HOMO and LUMO (alpha / beta), the calculation gives 0.256 / 0.257 Eh. The expectation value of S² is 8.7606. Its total charge is -1.



[3]
Here is a molecular structure, C36H25ClF6N4O6Pb from the Open Molecules 2025 dataset. Energies are from ωB97M-V/def2-TZVPD.

Structure (XYZ):
```
79
Properties=species:S:1:pos:R:3:lowdin_charge:R:1
Pb 0.3080 -0.3910 0.1015 1.65
C -0.8806 3.2160 -2.8627 -0.09
O -1.4763 2.5462 -3.9517 -0.09
C -1.3760 1.1761 -4.0924 -0.19
C -1.8714 0.7258 -5.2957 -0.04
C -1.8083 -0.6174 -5.6571 -0.13
C -1.1719 -1.4911 -4.8190 -0.09
C -0.6515 -1.0799 -3.5797 -0.16
C 0.2108 -2.0109 -2.9239 -0.10
N 0.7611 -1.9035 -1.7620 -0.13
N 1.7885 -2.7802 -1.5062 0.03
C 2.6434 -2.3468 -0.6158 -0.53
O 2.6461 -1.2170 -0.0234 -0.19
C 3.7259 -3.3161 -0.3008 -0.14
C 3.8887 -4.4879 -1.0344 -0.04
C 4.8306 -5.4242 -0.6600 -0.11
C 5.6213 -5.2111 0.4580 -0.12
C 5.4799 -4.0391 1.1821 -0.10
C 4.5532 -3.0902 0.7949 -0.04
C -0.8425 0.2642 -3.1148 -0.31
O -0.5497 0.6527 -1.9334 -0.23
H -0.5458 4.1859 -3.2488 0.08
H -0.0375 2.6697 -2.4466 0.08
H -1.6201 3.3703 -2.0718 0.06
H -2.3092 1.4573 -5.9613 0.11
H -2.2202 -0.9405 -6.6030 0.08
H -1.0537 -2.5293 -5.1048 0.09
H 0.5446 -2.8484 -3.5499 0.12
H 3.2538 -4.6508 -1.8885 0.10
H 4.9468 -6.3343 -1.2348 0.09
H 6.3393 -5.9614 0.7653 0.09
H 6.0930 -3.8744 2.0579 0.09
H 4.4388 -2.1631 1.3359 0.10
Cl -5.6275 0.6693 -4.6663 0.60
C -4.7198 0.4295 -3.2026 -0.72
C -4.4187 -0.8677 -2.8259 -0.17
C -3.7114 -1.0507 -1.6284 -0.03
C -3.3456 0.0247 -0.8690 -0.21
O -2.7212 -0.1970 0.3573 0.06
C -3.6363 1.3617 -1.2594 -0.20
C -3.1969 2.3881 -0.4600 -0.10
N -2.3754 2.0984 0.6442 0.03
C -1.7666 3.1071 1.3921 -0.12
C -2.5354 4.1730 1.8535 -0.01
C -1.9852 5.1712 2.6405 -0.09
C -0.6411 5.1505 2.9450 -0.06
C 0.1847 4.1268 2.4551 -0.16
C 1.5683 4.1107 2.7187 -0.02
C 2.3489 3.1223 2.1656 -0.05
C 1.7384 2.1784 1.3529 -0.15
N 0.4359 2.1413 1.1051 0.07
C -0.3626 3.0746 1.6549 -0.13
C -4.3534 1.5322 -2.4747 -0.10
H -4.7153 -1.7017 -3.4418 0.08
H -3.4615 -2.0479 -1.3007 0.11
H -3.3840 3.4292 -0.6594 0.09
H -3.5979 4.1763 1.6486 0.11
H -2.6199 5.9575 3.0347 0.10
H -0.1995 5.9146 3.5707 0.10
H 2.0007 4.8860 3.3369 0.11
H 3.4135 3.0834 2.3436 0.10
H 2.3251 1.4088 0.8746 0.09
H -4.5648 2.5315 -2.8207 0.10
C 2.4742 -1.5280 3.6407 0.02
C 0.9328 -1.4860 3.4859 -0.52
O 0.4997 -1.0344 2.3288 -0.32
C 0.4037 -2.9330 3.7455 -0.55
F 1.0788 -3.8499 3.0292 0.13
F 0.5285 -3.3548 5.0351 0.11
F -0.8825 -3.1042 3.4448 0.15
C 0.3979 -0.5959 4.6669 -0.55
F 0.6720 0.6953 4.4680 0.14
F -0.9066 -0.7003 4.9118 0.16
F 0.9924 -0.8836 5.8700 0.08
H 2.8802 -2.0593 2.7840 0.06
H 2.7709 -2.0212 4.5658 0.08
H 2.8296 -0.5012 3.6250 0.09
O -2.0596 0.5964 2.3040 0.11
C -2.3439 0.8239 1.1567 -0.57
```

The maximum force is 0.032 hartree/bohr. The LUMO energy is 4.13 eV. Its total energy is -3309.6469 Eh. As for the highest occupied orbital energy: 0.001 hartree. For the gap between HOMO and LUMO, the calculation gives 0.151 Eh. Its total charge is -2.



[4]
Here is a single C2H5Br2PS molecule from the Open Molecules 2025 dataset. Energies are from ωB97M-V/def2-TZVPD.

Structure (XYZ):
```
11
Properties=species:S:1:pos:R:3:lowdin_charge:R:1
C -1.1978 -0.4329 -0.6106 -0.19
C -0.4341 0.3742 0.4832 -0.50
P 1.3812 0.3812 0.4245 -0.33
S 2.2111 0.6542 2.1211 0.23
Br 1.7923 -1.9194 -0.7029 0.11
Br 1.8304 1.6289 -1.2173 0.38
H -0.7788 -1.4382 -0.6371 -0.01
H -2.2826 -0.4224 -0.4227 0.07
H -1.1745 0.0507 -1.5808 0.06
H -0.3755 -0.2190 1.4713 0.07
H -0.9717 1.3426 0.6713 0.11
```

The maximum force is 0.042 hartree/bohr. The LUMO energy is -1.39 eV. Its total energy is -5966.8072 Eh. As for the highest occupied orbital energy: -0.359 hartree. The SMILES is CCP(=S)(Br)Br. For the gap between HOMO and LUMO, the calculation gives 0.308 Eh.



[5]
Here is a molecular structure, C18H24AuN3OSSe from the Open Molecules 2025 dataset. Energies are from ωB97M-V/def2-TZVPD.

Structure (XYZ):
```
49
Properties=species:S:1:pos:R:3:lowdin_charge:R:1
Au 0.8736 1.6087 -1.7325 0.82
Se -1.4711 -0.7566 -0.0426 1.12
C -2.0269 -2.4916 -0.3456 -0.59
C -3.1652 -2.9791 0.3185 -0.10
C -3.6585 -4.2258 -0.0094 -0.05
C -3.0024 -4.9942 -0.9667 -0.02
C -1.8597 -4.5285 -1.6131 -0.05
C -1.3625 -3.2802 -1.3013 -0.10
H -3.6565 -2.3617 1.0591 0.10
H -4.5463 -4.6072 0.4752 0.12
H -3.3892 -5.9741 -1.2150 0.12
H -1.3720 -5.1422 -2.3575 0.12
H -0.4840 -2.8862 -1.7966 0.10
N 2.2340 -1.1979 -1.0402 0.14
C 3.1768 -0.3296 -1.5178 -0.38
C 4.4864 -0.7537 -1.7799 0.00
C 5.4043 0.1418 -2.2630 -0.02
C 5.0257 1.4704 -2.4814 -0.04
C 3.7325 1.8210 -2.2245 -0.13
N 2.8061 0.9383 -1.7610 -0.11
H 2.5802 -2.0888 -0.7224 0.11
H 1.4968 -0.8054 -0.4730 0.01
H 4.7532 -1.7843 -1.5909 0.12
H 6.4179 -0.1784 -2.4635 0.13
H 5.7218 2.2070 -2.8525 0.12
H 3.3807 2.8286 -2.3895 0.10
O 0.0338 -0.6445 1.2458 -0.85
S 0.0581 -1.1710 2.7345 1.09
C -1.2843 -0.3404 3.6061 -0.31
C -0.6547 0.0425 4.9403 -0.21
C 0.6860 0.6969 4.5971 -0.20
C 1.3487 -0.1400 3.4931 -0.27
H -2.1374 -1.0118 3.6717 0.10
H -1.5408 0.5357 3.0061 0.11
H -0.5087 -0.8431 5.5624 0.13
H -1.3121 0.7153 5.4879 0.13
H 1.3372 0.7513 5.4666 0.13
H 0.5248 1.7142 4.2417 0.12
H 2.1085 -0.8260 3.8628 0.10
H 1.7716 0.4456 2.6766 0.10
C -2.5120 5.4405 -2.7845 -0.07
C -2.9461 4.1077 -2.1612 -0.19
C -1.8130 3.2117 -1.9580 -0.12
N -0.9219 2.5116 -1.7997 0.00
H -3.3945 6.0569 -2.9375 0.09
H -2.0313 5.2844 -3.7480 0.09
H -1.8279 5.9758 -2.1293 0.09
H -3.6598 3.5821 -2.7983 0.13
H -3.4200 4.2542 -1.1890 0.13
```

The maximum force is 0.016 hartree/bohr. The LUMO energy is -6.87 eV. Its total energy is -3874.5639 Eh. As for the highest occupied orbital energy: -0.518 hartree. For the gap between HOMO and LUMO, the calculation gives 0.265 Eh. Its total charge is +2.



[6]
Here is 2 unconnected molecules or ions with the total composition H4O2 from the Open Molecules 2025 dataset. Energies are from ωB97M-V/def2-TZVPD.

Structure (XYZ):
```
6
Properties=species:S:1:pos:R:3:lowdin_charge:R:1
H 0.4513 -1.7209 -3.3063 -0.05
H 1.6813 -1.7815 -4.2963 0.02
O 1.0566 -2.1869 -3.7322 0.02
H -1.2481 1.8771 4.4770 0.03
H -0.6308 1.6467 3.2852 -0.02
O -1.3103 2.1655 3.5726 -0.01
```

The maximum force is 0.126 hartree/bohr. The LUMO energy is 1.06 eV. Its total energy is -152.8458 Eh. As for the highest occupied orbital energy: -0.430 hartree. The SMILES is O.O. For the gap between HOMO and LUMO, the calculation gives 0.469 Eh.



[7]
Here is 2 unconnected molecules or ions with the total composition C2H8O2 from the Open Molecules 2025 dataset. Energies are from ωB97M-V/def2-TZVPD.

Structure (XYZ):
```
12
Properties=species:S:1:pos:R:3:lowdin_charge:R:1
C 1.2617 -0.5333 1.4472 -0.12
O 2.1543 0.5530 1.3353 0.26
C 0.8396 -0.5429 2.9459 -0.01
H 0.2826 -0.5145 0.8957 0.17
H 1.8977 -1.5729 1.4208 0.23
H 2.9861 0.3936 1.7583 0.15
H 0.5231 0.3844 3.4686 0.12
H 0.0413 -1.2682 3.1938 0.13
H 1.7402 -0.7149 3.4685 0.07
H -3.5078 0.4667 -4.3085 -0.03
H -3.0257 0.7845 -5.6854 0.08
O -3.8474 0.5093 -5.1566 -0.06
```

The maximum force is 0.079 hartree/bohr. The LUMO energy (alpha / beta) is -4.19 / -10.57 eV. Its total energy is -231.0395 Eh. As for the highest occupied orbital energy (alpha / beta): -0.487 / -0.487 hartree. The multiplicity is 2. For the gap between HOMO and LUMO (alpha / beta), the calculation gives 0.333 / 0.098 Eh. The expectation value of S² is 0.7544. Its total charge is +1.



[8]
Here is a single C4H9NO molecule from the Open Molecules 2025 dataset. Energies are from ωB97M-V/def2-TZVPD.

Structure (XYZ):
```
15
Properties=species:S:1:pos:R:3:lowdin_charge:R:1
C -1.3234 0.2987 1.3276 -0.08
C -1.0354 -0.7290 -1.6955 -0.07
N 0.1309 -0.2762 -1.1934 -0.03
C 0.5682 -0.1810 0.0483 -0.42
O -0.2533 -0.6055 1.0509 -0.10
C 1.9035 0.3759 0.4046 -0.02
H -2.0449 0.3261 0.5024 0.07
H -0.9393 1.3113 1.5019 0.09
H -1.8109 -0.0661 2.2336 0.09
H -1.6682 -1.3130 -1.0439 0.04
H -1.1027 -0.8033 -2.7702 0.03
H 0.7795 0.0933 -1.8803 0.16
H 2.4961 0.6013 -0.4893 0.08
H 2.4788 -0.3351 1.0114 0.08
H 1.8210 1.3026 0.9919 0.08
```

The maximum force is 0.008 hartree/bohr. The LUMO energy is 0.91 eV. Its total energy is -287.7026 Eh. As for the highest occupied orbital energy: -0.230 hartree. For the gap between HOMO and LUMO, the calculation gives 0.263 Eh.